Record 1
The following is a quantum chemistry calculation of a structure of composition C49H67N9O2P2Ti in a non-equilibrium geometry, from the Open Molecules 2025 dataset.

Structure (ORCA input):
```
! wB97M-V def2-TZVPD RIJCOSX def2/J DEFGRID3
* xyz 1 2
Ti -0.6836 0.1656 -0.5506
C 4.1807 -1.2168 -2.4846
C 3.8647 0.1755 -1.9377
C 4.6659 0.4448 -0.6652
P 2.0054 0.4319 -1.7908
C 1.5787 0.6558 -3.6201
C 0.2116 1.3222 -3.7558
C 2.5671 1.3959 -4.5217
C 1.9808 2.1105 -1.0734
C 2.8380 3.0939 -1.5983
C 2.8902 4.3884 -1.1344
C 3.8474 5.4033 -1.7003
C 2.0149 4.7098 -0.0961
C 1.1894 3.7663 0.4590
C 1.1525 2.4237 0.0275
N 0.3018 1.4559 0.6471
C -0.1617 1.7257 1.9561
C 0.6287 2.4082 2.8964
C 0.1157 2.8469 4.0987
C -1.2158 2.6139 4.4537
C -1.7989 3.1758 5.7246
C -1.9424 1.7869 3.6155
C -1.4296 1.3028 2.4081
P -2.1990 -0.1145 1.5737
C -1.7594 -1.4709 2.8120
C -2.7994 -1.7262 3.9050
C -0.4349 -1.1938 3.5102
C -4.0228 0.0277 1.8396
C -4.7148 -1.1756 1.1872
C -4.6584 1.3374 1.3836
H 5.2582 -1.3180 -2.6296
H 3.7062 -1.3999 -3.4533
H 3.8647 -1.9965 -1.7852
H 4.1816 0.9047 -2.6800
H 4.3595 -0.2018 0.1527
H 4.5662 1.4798 -0.3377
H 5.7251 0.2620 -0.8719
H 1.4863 -0.3626 -4.0021
H 0.2805 2.3573 -3.4266
H -0.5591 0.8245 -3.1672
H -0.1204 1.3087 -4.7959
H 2.6743 2.4403 -4.2340
H 2.1757 1.3825 -5.5423
H 3.5528 0.9309 -4.5551
H 3.5152 2.8221 -2.3971
H 4.5381 4.9418 -2.4058
H 4.4339 5.8694 -0.9069
H 3.3151 6.2016 -2.2227
H 1.9781 5.7264 0.2828
H 0.5269 4.0837 1.2462
H 1.6654 2.6093 2.6566
H 0.7594 3.3908 4.7824
H -1.5705 4.2377 5.8227
H -1.3892 2.6737 6.6044
H -2.8821 3.0592 5.7457
H -2.9456 1.5007 3.9147
H -1.6603 -2.3750 2.2042
H -2.9182 -0.8512 4.5488
H -2.4374 -2.5420 4.5364
H -3.7756 -2.0214 3.5261
H -0.5376 -0.3727 4.2210
H 0.3577 -0.9369 2.8156
H -0.1534 -2.0838 4.0762
H -4.1481 -0.0464 2.9169
H -4.6210 -1.1351 0.1032
H -5.7786 -1.1681 1.4335
H -4.2993 -2.1294 1.5199
H -4.0959 2.2141 1.7057
H -5.6626 1.4094 1.8091
H -4.7595 1.3737 0.3031
C -1.3110 6.0928 -0.4872
C -1.7968 5.3211 0.5579
C -1.9500 3.9490 0.4058
C -1.6137 3.3305 -0.7916
C -1.1859 4.1162 -1.8565
C -1.0192 5.4840 -1.7019
N -1.8326 1.9229 -0.9833
C -3.0703 1.6655 -1.4864
C -4.0774 2.6263 -1.7773
C -5.2914 2.2241 -2.2617
C -5.5815 0.8627 -2.4970
C -4.6252 -0.0814 -2.2530
C -3.3723 0.3146 -1.7427
N -2.3112 -0.5346 -1.5168
N -2.5489 -1.7758 -1.8167
C -1.4222 -2.4727 -2.1874
C -1.6117 -3.7678 -2.6855
C -0.5529 -4.4052 -3.2875
C 0.6910 -3.7783 -3.3006
C 0.7937 -2.5294 -2.7163
N -0.2348 -1.8591 -2.2044
H -1.1869 7.1619 -0.3689
H -2.0632 5.7844 1.5007
H -2.3345 3.3542 1.2218
H -1.0213 3.6545 -2.8205
H -0.6811 6.0783 -2.5422
H -3.8897 3.6752 -1.6017
H -6.0471 2.9720 -2.4682
H -6.5528 0.5712 -2.8736
H -4.7963 -1.1298 -2.4493
H -2.6021 -4.1994 -2.6325
H -0.6916 -5.3728 -3.7551
H 1.5550 -4.2273 -3.7721
H 1.7566 -2.0407 -2.6616
N 2.6063 -1.1189 1.5915
C 2.1558 -2.4713 1.3090
C 2.3077 -3.2591 2.6196
C 1.9365 -4.7350 2.6802
C 2.7741 -5.6515 1.7896
N 2.2137 -5.6907 0.4408
C 2.3363 -6.7062 -0.3780
N 1.5935 -6.7493 -1.4942
N 3.1969 -7.7027 -0.1295
C 0.7636 -2.5216 0.6260
O 0.3249 -3.6209 0.2554
O 0.1695 -1.4181 0.4257
H 2.5624 -0.9168 2.5819
H 2.0094 -0.4406 1.1292
H 2.8266 -2.9266 0.5647
H 1.7260 -2.7414 3.3724
H 3.3574 -3.1607 2.9144
H 0.8767 -4.8781 2.4551
H 2.0903 -5.0637 3.7095
H 2.7671 -6.6579 2.2143
H 3.8105 -5.3031 1.7531
H 1.5209 -4.9461 0.2363
H 0.9924 -5.9742 -1.7176
H 1.7457 -7.4513 -2.1945
H 3.7584 -7.7064 0.7018
H 3.2369 -8.5086 -0.7270
*
```

HOMO (alpha / beta)	-8.82 / -8.82	eV
energy above the lowest of the compared OMol25 structures with the same formula, charge and spin	174.1	kJ/mol

Here are the Löwdin charges for atoms 1 to 99, given in e:
1. Ti 0.922
2. C -0.124
3. C -0.534
4. C -0.100
5. P 1.105
6. C -0.521
7. C -0.116
8. C -0.104
9. C -0.297
10. C -0.070
11. C -0.266
12. C -0.042
13. C -0.021
14. C -0.051
15. C -0.267
16. N -0.091
17. C -0.300
18. C -0.032
19. C -0.024
20. C -0.272
21. C -0.046
22. C -0.069
23. C -0.327
24. P 1.141
25. C -0.474
26. C -0.105
27. C -0.104
28. C -0.516
29. C -0.094
30. C -0.072
31. H 0.083
32. H 0.067
33. H 0.066
34. H 0.072
35. H 0.047
36. H 0.070
37. H 0.083
38. H 0.080
39. H 0.055
40. H 0.036
41. H 0.092
42. H 0.070
43. H 0.086
44. H 0.068
45. H 0.091
46. H 0.076
47. H 0.082
48. H 0.082
49. H 0.124
50. H 0.099
51. H 0.122
52. H 0.120
53. H 0.080
54. H 0.083
55. H 0.076
56. H 0.110
57. H 0.102
58. H 0.080
59. H 0.088
60. H 0.062
61. H 0.086
62. H 0.047
63. H 0.082
64. H 0.077
65. H 0.049
66. H 0.092
67. H 0.068
68. H 0.063
69. H 0.093
70. H 0.050
71. C -0.085
72. C -0.070
73. C -0.038
74. C -0.298
75. C -0.028
76. C -0.068
77. N 0.004
78. C -0.256
79. C -0.012
80. C -0.064
81. C -0.076
82. C -0.032
83. C -0.249
84. N -0.110
85. N 0.100
86. C -0.325
87. C 0.006
88. C -0.083
89. C -0.073
90. C -0.149
91. N 0.087
92. H 0.105
93. H 0.110
94. H 0.092
95. H 0.102
96. H 0.108
97. H 0.117
98. H 0.111
99. H 0.105

=====

Record 2
The following is a quantum chemistry calculation of a cluster of 2 separate species, CH3FIN in total in a non-equilibrium geometry, from the Open Molecules 2025 dataset.

Structure (ORCA input):
```
! wB97M-V def2-TZVPD RIJCOSX def2/J DEFGRID3
* xyz 0 1
C 1.7718 0.2668 1.5607
N -1.2870 -0.5591 -0.6334
F 1.5408 -0.8342 1.0126
I 1.5406 1.8987 0.2779
H -1.7372 -0.5059 -1.5253
H -0.3162 -0.5577 -0.6402
H -1.5128 0.2913 -0.0523
*
```

HOMO	-9.40	eV
energy above the lowest of the compared OMol25 structures with the same formula, charge and spin	271.4	kJ/mol

Charges per atom according to Löwdin partitioning, unit e:
1. C -0.601
2. N 0.013
3. F -0.061
4. I 0.712
5. H 0.000
6. H -0.087
7. H 0.023

=====

Record 3
The following is a quantum chemistry calculation of a structure of composition C45H53N5O4SZr in a non-equilibrium geometry, from the Open Molecules 2025 dataset.

Structure (ORCA input):
```
! wB97M-V def2-TZVPD RIJCOSX def2/J DEFGRID3
* xyz 0 1
Zr -0.1460 0.0292 -0.2037
C -2.9949 -0.1227 5.6995
C -1.7397 -0.7995 5.1341
C -1.8005 -0.9661 3.6496
C -2.2488 -2.0404 2.9440
C -2.7632 -3.3475 3.4643
C -1.7721 -4.4974 3.2282
C -2.0966 -1.7025 1.5467
N -1.5586 -0.4488 1.4096
C -1.3884 0.0248 2.6832
C -0.9571 1.3027 2.9927
C -0.5160 2.2535 2.0830
C -0.1026 3.5930 2.4217
C -0.1650 4.2018 3.7869
C 1.0881 3.9118 4.6220
C 0.3315 4.1746 1.2657
C 0.1721 3.1900 0.2233
C 0.5443 3.3670 -1.0998
C 0.3003 2.4843 -2.1382
N -0.3958 1.3139 -2.0225
C -0.5071 0.8137 -3.2889
C -1.2639 -0.2989 -3.6225
C -1.9129 -1.1286 -2.7216
N -1.7087 -1.1183 -1.3694
C -2.4942 -2.1120 -0.8549
C -2.5764 -2.4547 0.4901
C -3.2273 -2.7674 -1.9119
C -2.8637 -2.1554 -3.0752
C -3.3713 -2.4144 -4.4579
C -2.4834 -3.3784 -5.2549
C -4.2178 -3.8705 -1.7150
C -3.5659 -5.2588 -1.7399
C 0.1642 1.6781 -4.2321
C 0.6720 2.7169 -3.5134
C 1.4401 3.9010 -4.0049
C 0.5394 5.1215 -4.2388
C 0.2613 1.4404 -5.7053
C 1.2174 0.2925 -6.0533
N -0.3596 2.0383 0.7388
C 0.7800 5.5841 1.0413
C -0.3103 6.4184 0.3535
H -2.8954 0.0262 6.7760
H -3.8777 -0.7364 5.5169
H -3.1563 0.8485 5.2298
H -1.6175 -1.7796 5.5979
H -0.8598 -0.2098 5.3993
H -3.7221 -3.5784 2.9916
H -2.9500 -3.2539 4.5352
H -1.6364 -4.6833 2.1628
H -2.1213 -5.4136 3.7068
H -0.7977 -4.2286 3.6294
H -0.9484 1.5756 4.0399
H -1.0453 3.8277 4.3138
H -0.2859 5.2822 3.6898
H 1.2463 2.8375 4.7284
H 0.9900 4.3480 5.6170
H 1.9725 4.3377 4.1465
H 1.0749 4.2771 -1.3439
H -1.3884 -0.5200 -4.6748
H -3.1071 -3.3658 0.7333
H -3.4442 -1.4679 -4.9972
H -4.3806 -2.8265 -4.3968
H -1.4554 -3.0157 -5.2978
H -2.8541 -3.4816 -6.2758
H -2.4726 -4.3663 -4.7940
H -4.9789 -3.8172 -2.4963
H -4.7320 -3.7326 -0.7621
H -3.0874 -5.4411 -2.7024
H -4.3129 -6.0368 -1.5751
H -2.8041 -5.3438 -0.9637
H 1.9469 3.6473 -4.9369
H 2.2169 4.1511 -3.2797
H -0.2061 4.9076 -5.0056
H 1.1328 5.9770 -4.5653
H 0.0130 5.3982 -3.3242
H 0.6120 2.3521 -6.1910
H -0.7337 1.2267 -6.1058
H 2.2319 0.5431 -5.7420
H 1.2207 0.1112 -7.1292
H 0.9287 -0.6277 -5.5452
H 1.6852 5.5908 0.4294
H 1.0313 6.0446 1.9976
H -0.5930 5.9732 -0.6002
H 0.0372 7.4369 0.1736
H -1.2031 6.4659 0.9786
C 7.2199 -3.0096 1.7442
C 5.7452 -2.7509 1.6081
C 4.9155 -2.7326 2.7269
C 3.5612 -2.4751 2.6002
C 3.0260 -2.2415 1.3406
C 3.8295 -2.2612 0.2117
C 5.1807 -2.5262 0.3537
S 1.3276 -1.7290 1.3123
O 0.7164 -2.0095 -0.0199
O 0.6643 -2.4437 2.3690
N 1.2424 -0.1700 1.5597
C 2.3932 0.6757 1.2621
C 2.5531 0.9145 -0.2529
O 3.3674 1.7089 -0.6758
O 1.7562 0.1760 -0.9712
H 7.5150 -3.0490 2.7913
H 7.7962 -2.2276 1.2491
H 7.4865 -3.9602 1.2785
H 5.3297 -2.9194 3.7102
H 2.9001 -2.4592 3.4568
H 3.3946 -2.0677 -0.7617
H 5.8136 -2.5504 -0.5255
H 3.3300 0.2450 1.6252
H 2.2598 1.6345 1.7649
*
```

HOMO	-6.68	eV

Here are the Löwdin charges for atoms 1 to 99, given in e:
1. Zr 1.857
2. C -0.084
3. C -0.187
4. C -0.128
5. C -0.130
6. C -0.177
7. C -0.079
8. C -0.236
9. N -0.025
10. C -0.237
11. C 0.057
12. C -0.227
13. C -0.126
14. C -0.191
15. C -0.083
16. C -0.124
17. C -0.222
18. C 0.059
19. C -0.225
20. N -0.012
21. C -0.218
22. C 0.063
23. C -0.217
24. N 0.001
25. C -0.216
26. C 0.064
27. C -0.122
28. C -0.123
29. C -0.186
30. C -0.080
31. C -0.187
32. C -0.078
33. C -0.119
34. C -0.115
35. C -0.183
36. C -0.080
37. C -0.189
38. C -0.082
39. N 0.001
40. C -0.183
41. C -0.080
42. H 0.070
43. H 0.074
44. H 0.071
45. H 0.109
46. H 0.109
47. H 0.112
48. H 0.102
49. H 0.068
50. H 0.071
51. H 0.068
52. H 0.110
53. H 0.108
54. H 0.107
55. H 0.071
56. H 0.070
57. H 0.075
58. H 0.116
59. H 0.109
60. H 0.111
61. H 0.108
62. H 0.106
63. H 0.070
64. H 0.072
65. H 0.063
66. H 0.106
67. H 0.107
68. H 0.063
69. H 0.072
70. H 0.072
71. H 0.107
72. H 0.114
73. H 0.076
74. H 0.071
75. H 0.062
76. H 0.103
77. H 0.112
78. H 0.080
79. H 0.071
80. H 0.065
81. H 0.114
82. H 0.104
83. H 0.061
84. H 0.072
85. H 0.078
86. C -0.047
87. C -0.262
88. C -0.027
89. C -0.049
90. C -0.279
91. C -0.037
92. C -0.023
93. S 0.625
94. O -0.400
95. O -0.271
96. N -0.284
97. C -0.152
98. C -0.631
99. O 0.072

=====

Record 4
The following is a quantum chemistry calculation of the ion CH4BrN2 with charge +1 in a non-equilibrium geometry, from the Open Molecules 2025 dataset.

Structure (ORCA input):
```
! wB97M-V def2-TZVPD RIJCOSX def2/J DEFGRID3
* xyz 1 1
C 0.3702 0.0667 0.0313
N -0.2138 1.2784 0.0329
N -0.3995 -1.3287 0.0125
Br 2.2419 -0.0669 0.1196
H -1.2414 1.3591 -0.0318
H 0.4358 2.2157 -0.1085
H -1.3931 -1.3628 0.1047
H 0.1998 -2.1616 -0.1607
*
```

HOMO	-15.79	eV
energy above the lowest of the compared OMol25 structures with the same formula, charge and spin	157.4	kJ/mol
SMILES string	NC(=[NH2+])Br

Charges per atom according to Löwdin partitioning, unit e:
1. C -0.662
2. N 0.102
3. N 0.103
4. Br 0.898
5. H 0.146
6. H 0.226
7. H 0.081
8. H 0.105